Below is a molecular structure, C10H16Cl2GaN2, with properties calculated with ωB97M-V/def2-TZVPD.

Last column: Mulliken charge in e.
Element x y z (Å)
C: 0.887 0.399 -2.341  0.478
H: -0.182 -2.358 2.022  0.177
C: -1.535 0.897 -2.196  -1.173
Ga: 1.570 -0.527 0.022  0.327
H: -0.233 0.689 -0.436  0.088
C: -1.210 0.510 2.629  -0.298
H: -1.485 1.895 -2.670  0.332
N: -0.695 -0.381 1.753  -0.253
Cl: 1.185 -2.660 0.032  -0.448
C: -0.804 -1.356 3.798  -0.221
C: -0.692 -0.272 -4.251  -0.759
H: -2.744 0.287 -3.911  0.322
H: -2.352 0.914 -1.462  0.256
H: -1.615 0.437 4.821  0.348
H: 1.435 -0.706 -4.174  0.363
H: 2.914 0.913 -1.419  0.334
N: -0.517 -1.515 2.481  0.009
Cl: 2.298 0.589 1.709  -0.397
H: -0.677 -2.146 4.515  0.423
C: -1.271 -0.045 3.928  -0.689
H: -0.513 0.682 -4.750  0.354
H: -2.173 -1.051 -2.918  0.336
H: 0.431 -1.622 -3.016  0.174
H: 2.829 -0.752 -2.144  0.350
C: -1.885 -0.088 -3.342  -0.599
C: -0.259 0.587 -1.539  -0.308
C: 2.275 0.031 -1.617  -0.666
H: -0.893 -1.011 -5.035  0.318
H: -1.525 1.491 2.318  0.446
C: 0.577 -0.640 -3.484  -0.764
H: 1.051 1.346 -2.905  0.142

Summary:
**Frontier orbital gap**: 4.50 eV
**LUMO**: 3.1 eV
**Total charge**: -1
**Spin multiplicity**: 1
**HOMO level**: -1.4 eV


Below is 6 unconnected molecules or ions with the total composition C2H16O5S, with properties calculated with ωB97M-V/def2-TZVPD.

Last column: Mulliken charge in e.
Element x y z (Å)
H: -1.905 -1.095 -1.138  0.340
O: 0.702 2.154 0.128  -0.653
O: 1.820 0.471 2.307  -0.620
O: -2.105 0.836 -2.434  -0.646
H: 2.386 0.101 1.665  0.428
H: -1.516 1.615 -2.460  0.329
H: -2.857 1.248 -1.933  0.319
H: 2.635 -0.204 -0.401  0.350
C: -1.183 -0.447 1.514  -0.629
H: -1.035 0.147 2.402  0.405
C: -2.390 -1.735 -0.462  -0.878
H: -0.427 -1.280 1.603  0.360
H: -1.726 -2.489 -0.437  0.464
H: 0.837 -0.364 -2.302  0.311
H: -1.073 0.149 0.571  0.204
H: -3.354 -2.079 -0.832  0.342
O: 1.648 0.018 -2.045  -0.662
H: 3.495 -1.342 -0.015  0.335
H: 2.365 0.605 3.064  0.285
H: 0.628 3.028 0.532  0.294
O: 3.289 -0.431 0.273  -0.687
S: -2.860 -1.306 1.260  0.380
H: 1.327 1.638 0.720  0.308
H: 1.299 0.762 -1.578  0.320

Summary:
**Frontier orbital gap (alpha / beta)**: 10.75 / 6.25 eV
**LUMO (alpha / beta)**: -3.8 / -8.3 eV
**Total charge**: +1
**Spin multiplicity**: 2
**HOMO level (alpha / beta)**: -14.6 / -14.6 eV


total charge of number 2 (C2H16O5S)? +1


What is the spin multiplicity in the first record? 1


Among the records above, which one has the lowest spin multiplicity? C10H16Cl2GaN2


Please write out number 1 again, unchanged.
Below is a molecular structure, C10H16Cl2GaN2, with properties calculated with ωB97M-V/def2-TZVPD.

Last column: Mulliken charge in e.
Element x y z (Å)
C: 0.887 0.399 -2.341  0.478
H: -0.182 -2.358 2.022  0.177
C: -1.535 0.897 -2.196  -1.173
Ga: 1.570 -0.527 0.022  0.327
H: -0.233 0.689 -0.436  0.088
C: -1.210 0.510 2.629  -0.298
H: -1.485 1.895 -2.670  0.332
N: -0.695 -0.381 1.753  -0.253
Cl: 1.185 -2.660 0.032  -0.448
C: -0.804 -1.356 3.798  -0.221
C: -0.692 -0.272 -4.251  -0.759
H: -2.744 0.287 -3.911  0.322
H: -2.352 0.914 -1.462  0.256
H: -1.615 0.437 4.821  0.348
H: 1.435 -0.706 -4.174  0.363
H: 2.914 0.913 -1.419  0.334
N: -0.517 -1.515 2.481  0.009
Cl: 2.298 0.589 1.709  -0.397
H: -0.677 -2.146 4.515  0.423
C: -1.271 -0.045 3.928  -0.689
H: -0.513 0.682 -4.750  0.354
H: -2.173 -1.051 -2.918  0.336
H: 0.431 -1.622 -3.016  0.174
H: 2.829 -0.752 -2.144  0.350
C: -1.885 -0.088 -3.342  -0.599
C: -0.259 0.587 -1.539  -0.308
C: 2.275 0.031 -1.617  -0.666
H: -0.893 -1.011 -5.035  0.318
H: -1.525 1.491 2.318  0.446
C: 0.577 -0.640 -3.484  -0.764
H: 1.051 1.346 -2.905  0.142

Summary:
**Frontier orbital gap**: 4.50 eV
**LUMO**: 3.1 eV
**Total charge**: -1
**Spin multiplicity**: 1
**HOMO level**: -1.4 eV